{"formula": "C4H6FNO", "method": "the ωB97M-V functional and the def2-TZVPD basis", "smiles": "[H]/N=C/[C@@H](F)C(C)=O", "relative_energy_kcal_mol": 31.5, "total_charge": 0, "e_lumo_ev": 0.7, "gap_ev": 10.6, "total_energy_ha": -385.8233, "elements": ["C", "C", "C", "C", "N", "O", "F", "H", "H", "H", "H", "H", "H"], "xyz": [[1.39, -0.84, 0.37], [-0.96, -0.25, 0.44], [-1.49, 0.82, -0.52], [0.50, 0.09, 1.07], [2.30, -0.51, -0.42], [-1.64, -1.16, 0.83], [0.84, 1.39, 0.91], [0.94, -1.83, 0.51], [-0.95, 0.70, -1.56], [-2.54, 0.70, -0.80], [-1.52, 1.91, -0.26], [0.37, -0.03, 2.09], [2.73, -1.24, -0.98]], "nbo_charge": [0.0898, 0.5816, -0.7584, 0.0660, -0.5949, -0.5104, -0.3270, 0.1591, 0.2461, 0.2388, 0.2585, 0.1965, 0.3541]}


{"formula": "C4H6GdO2", "method": "the ωB97M-V functional and the def2-TZVPD basis", "relative_energy_kcal_mol": 1.8, "total_charge": 3, "e_lumo_ev": [-14.8, -12.8], "gap_ev": [6.6, 9.5], "spin_multiplicity": 8, "total_energy_ha": -1070.8283, "elements": ["C", "C", "H", "H", "O", "C", "H", "H", "H", "C", "O", "Gd", "H"], "xyz": [[-0.85, -0.51, -0.08], [0.43, -0.18, -0.71], [0.78, -1.03, -1.30], [0.46, 1.09, -0.78], [-3.08, 0.21, 0.39], [-1.82, 0.43, 0.09], [-1.11, -1.56, 0.04], [-3.50, -0.42, -0.21], [-1.60, 1.50, -0.05], [1.51, 0.30, 0.17], [2.57, -0.39, 0.34], [4.63, -0.81, 1.63], [1.59, 1.36, 0.48]], "mulliken_spin": [-0.4115, -0.0271, -0.0250, -0.0375, -0.2239, -0.2002, -0.0069, -0.0013, -0.0113, -0.1230, -0.2623, 8.3451, -0.0151]}


{"formula": "C4H6I2", "method": "the ωB97M-V functional and the def2-TZVPD basis", "smiles": "C[C@]1(I)C[C@@H]1I", "relative_energy_kcal_mol": 26.5, "total_charge": 0, "e_lumo_ev": 0.4, "gap_ev": 8.7, "total_energy_ha": -751.3084, "elements": ["C", "C", "C", "C", "I", "I", "H", "H", "H", "H", "H", "H"], "xyz": [[0.03, -0.16, 1.26], [-0.78, 0.95, 0.76], [0.59, 0.04, -0.09], [0.25, -0.71, -1.29], [-2.56, 0.76, -0.17], [2.53, 0.84, -0.13], [0.71, 0.04, 2.04], [-0.52, -1.14, 1.49], [-0.66, 2.02, 0.96], [1.09, -1.16, -1.61], [-0.23, 0.01, -2.14], [-0.46, -1.51, -1.09]], "nbo_charge": [-0.4969, -0.4084, -0.1092, -0.6743, 0.1733, 0.1345, 0.2388, 0.2195, 0.2465, 0.2268, 0.2234, 0.2259]}


{"formula": "C4H6I4N4", "method": "the ωB97M-V functional and the def2-TZVPD basis", "relative_energy_kcal_mol": 0.7, "total_charge": 0, "e_lumo_ev": [-1.2, -1.2], "gap_ev": [6.3, 6.3], "total_energy_ha": -1565.5950, "elements": ["C", "C", "C", "C", "N", "N", "N", "N", "I", "I", "I", "I", "H", "H", "H", "H", "H", "H"], "xyz": [[1.07, 0.92, 1.18], [-1.54, -0.99, -0.04], [0.66, -0.74, -0.92], [-0.09, 0.68, -0.77], [1.70, -0.97, -0.02], [0.75, 1.47, 0.04], [-0.47, -1.55, -0.83], [-1.44, 0.37, -0.22], [3.60, -0.77, -0.64], [2.00, 2.81, -0.83], [-0.08, -3.57, -0.83], [-2.88, 1.33, -1.29], [0.45, 0.14, 1.67], [2.05, 1.36, 1.64], [-2.53, -1.41, -0.21], [-1.44, -1.21, 1.14], [1.20, -0.88, -2.00], [-0.29, 1.20, -1.73]], "nbo_charge": [0.0058, -0.0650, 0.0184, 0.0358, -0.8260, -0.5316, -0.5986, -0.5808, 0.2426, 0.4111, 0.3106, 0.3175, 0.2562, 0.2362, 0.2197, 0.1373, 0.1846, 0.2262]}


{"formula": "C4H6IN", "method": "the ωB97M-V functional and the def2-TZVPD basis", "relative_energy_kcal_mol": 0.0, "total_charge": 0, "e_lumo_ev": 0.1, "gap_ev": 10.1, "total_energy_ha": -508.4327, "elements": ["C", "C", "C", "C", "N", "I", "H", "H", "H", "H", "H", "H"], "xyz": [[0.65, 0.32, -2.12], [-1.15, -0.14, -0.55], [1.26, 0.06, 0.16], [0.28, -0.44, -0.85], [0.96, 0.96, -3.02], [0.70, -2.46, -1.42], [-1.21, 0.76, 0.04], [-1.72, 0.00, -1.44], [-1.56, -0.91, 0.05], [1.27, -0.70, 0.95], [1.15, 1.17, 0.31], [2.30, -0.05, -0.15]], "nbo_charge": [0.2414, -0.6303, -0.6521, -0.1916, -0.3211, 0.1535, 0.2261, 0.2362, 0.2267, 0.2336, 0.2410, 0.2366]}


{"formula": "C4H6N", "method": "the ωB97M-V functional and the def2-TZVPD basis", "relative_energy_kcal_mol": 206.7, "total_charge": 1, "e_lumo_ev": [-6.7, -6.8], "gap_ev": [7.6, 7.5], "total_energy_ha": -210.1267, "elements": ["C", "C", "C", "C", "N", "H", "H", "H", "H", "H", "H"], "xyz": [[-3.04, -0.20, -0.27], [1.21, 0.65, 0.26], [1.43, -0.66, 0.02], [-0.24, -0.02, -0.41], [-1.05, 0.27, 0.47], [-3.75, 0.12, 0.54], [0.83, 0.84, 1.31], [1.69, 1.47, -0.39], [1.69, -0.97, -1.03], [1.39, -1.38, 0.93], [-0.16, -0.12, -1.44]], "lowdin_charge": [0.4648, -0.0686, 0.0234, -0.2421, 0.1109, -0.0271, 0.1437, 0.1719, 0.1424, 0.1758, 0.1050]}


{"formula": "C4H6N2", "method": "the ωB97M-V functional and the def2-TZVPD basis", "smiles": "[H]/N=C(\\C#C)NC", "relative_energy_kcal_mol": 87.8, "total_charge": 0, "e_lumo_ev": 0.7, "gap_ev": 9.5, "total_energy_ha": -265.3956, "elements": ["C", "C", "C", "C", "H", "H", "H", "H", "H", "H", "N", "N"], "xyz": [[0.65, -1.46, -0.22], [-0.05, 0.96, -0.46], [-0.78, 0.76, 0.73], [-1.13, 0.36, 1.84], [0.74, -2.38, -1.02], [-0.38, -1.65, 0.51], [1.52, -1.47, 0.62], [1.27, 0.08, -1.61], [-0.52, 2.81, -0.94], [-1.83, 0.21, 2.68], [0.57, -0.20, -0.85], [-0.07, 1.98, -1.28]], "nbo_charge": [-0.4306, 0.3427, -0.0649, -0.1998, 0.2255, 0.2273, 0.1896, 0.4123, 0.3523, 0.2546, -0.6095, -0.6996]}


{"formula": "C4H6N2", "method": "the ωB97M-V functional and the def2-TZVPD basis", "smiles": "Nc1cc[nH]c1", "relative_energy_kcal_mol": 40.1, "total_charge": 0, "e_lumo_ev": 1.1, "gap_ev": 9.3, "total_energy_ha": -265.4716, "elements": ["N", "C", "C", "N", "C", "C", "H", "H", "H", "H", "H", "H"], "xyz": [[-1.92, 0.52, -0.08], [-0.59, 0.01, 0.01], [0.27, 1.02, -0.24], [1.55, 0.50, -0.15], [1.45, -0.84, 0.16], [0.13, -1.19, 0.27], [-2.44, 0.60, 0.78], [-2.47, 0.23, -0.87], [-0.50, 1.83, -0.41], [2.44, 0.97, -0.27], [2.34, -1.46, 0.28], [-0.26, -2.18, 0.50]], "nbo_charge": [-0.8652, 0.0337, -0.1373, -0.5133, -0.0649, -0.3229, 0.3723, 0.3723, 0.2795, 0.4125, 0.2100, 0.2234]}


{"formula": "C4H6N2", "method": "the ωB97M-V functional and the def2-TZVPD basis", "smiles": "C[C@@]1(C#N)CN1", "relative_energy_kcal_mol": 51.0, "total_charge": 0, "e_lumo_ev": 0.9, "gap_ev": 11.3, "total_energy_ha": -265.4542, "elements": ["C", "C", "C", "N", "C", "N", "H", "H", "H", "H", "H", "H"], "xyz": [[-0.72, 0.25, -1.22], [0.06, -0.30, -0.03], [0.24, 0.68, 1.05], [-0.76, -0.42, 1.18], [1.18, -1.16, -0.39], [2.08, -1.78, -0.76], [-0.06, 0.94, -1.76], [-1.58, 0.81, -0.85], [-1.06, -0.53, -1.90], [1.17, 0.56, 1.61], [-0.19, 1.66, 1.00], [-0.36, -0.70, 2.06]], "nbo_charge": [-0.5889, -0.0294, -0.2366, -0.5796, 0.2712, -0.3030, 0.2218, 0.2319, 0.2246, 0.2001, 0.2041, 0.3837]}


{"formula": "C4H6N2", "method": "the ωB97M-V functional and the def2-TZVPD basis", "smiles": "N#CC[C@H]1CN1", "relative_energy_kcal_mol": 53.2, "total_charge": 0, "e_lumo_ev": 0.9, "gap_ev": 10.9, "total_energy_ha": -265.4509, "elements": ["N", "C", "C", "C", "C", "N", "H", "H", "H", "H", "H", "H"], "xyz": [[2.79, 1.37, 0.50], [1.91, 0.65, 0.73], [0.74, -0.20, 0.95], [-0.50, 0.33, 0.21], [-0.70, -0.06, -1.27], [-1.32, -0.95, -0.35], [0.90, -1.20, 0.55], [0.59, -0.31, 2.05], [-0.86, 1.21, 0.80], [0.18, -0.44, -1.78], [-1.37, 0.51, -1.93], [-2.35, -0.91, -0.46]], "nbo_charge": [-0.3262, 0.2836, -0.5326, -0.0855, -0.2381, -0.6070, 0.2662, 0.2533, 0.2282, 0.1911, 0.2019, 0.3651]}


{"formula": "C4H6N2", "method": "the ωB97M-V functional and the def2-TZVPD basis", "relative_energy_kcal_mol": 117.4, "total_charge": 0, "e_lumo_ev": [0.7, 0.7], "gap_ev": [6.6, 7.3], "total_energy_ha": -265.3485, "elements": ["C", "C", "C", "N", "N", "C", "H", "H", "H", "H", "H", "H"], "xyz": [[1.76, 0.31, 0.60], [0.41, 0.06, 0.20], [-0.44, 0.72, -0.77], [-1.71, 0.26, -0.57], [-1.78, -0.71, 0.36], [-0.58, -0.84, 0.84], [2.27, -0.48, 1.14], [0.72, -0.54, -0.74], [2.36, 1.03, 0.07], [-0.19, 1.42, -1.54], [-2.48, 0.35, -1.21], [-0.37, -1.56, 1.63]], "nbo_charge": [-0.6459, -0.3620, -0.0784, -0.3606, -0.2106, -0.0023, 0.1970, 0.4159, 0.1963, 0.2292, 0.4079, 0.2137]}


{"formula": "C4H6N2", "method": "the ωB97M-V functional and the def2-TZVPD basis", "smiles": "CC1=NCN=C1", "relative_energy_kcal_mol": 24.9, "total_charge": 0, "e_lumo_ev": 0.6, "gap_ev": 10.9, "total_energy_ha": -265.4958, "elements": ["C", "C", "C", "N", "C", "N", "H", "H", "H", "H", "H", "H"], "xyz": [[0.52, -0.24, 1.78], [0.06, 0.02, 0.38], [-0.29, -1.01, -0.62], [-0.78, -0.48, -1.68], [-0.50, 0.93, -1.50], [-0.11, 1.19, -0.14], [0.31, -1.27, 2.09], [0.03, 0.45, 2.47], [1.60, -0.08, 1.85], [-0.07, -2.07, -0.56], [0.40, 0.88, -2.13], [-1.16, 1.69, -1.93]], "nbo_charge": [-0.6592, 0.1918, -0.0152, -0.3462, -0.1476, -0.3827, 0.2192, 0.2416, 0.2360, 0.1995, 0.2432, 0.2195]}